Record 1
ORCA calculation (ωB97M-V with the def2-TZVPD basis set) on C37H28AuN3O7P2 as an isolated structure in a non-equilibrium geometry.

Each line ends with the Löwdin charge.
CARTESIAN COORDINATES (ANGSTROEM)
Au  -0.5513  -0.1366  0.4217  1.0260
C  2.2296  1.7298  0.0803  -0.2376
P  1.8567  -0.0824  0.1687  1.0359
C  3.1504  -0.7104  1.2692  -0.3638
C  4.5030  -0.4871  1.0248  -0.0783
C  5.4331  -0.8768  1.9698  -0.0704
C  5.0213  -1.5033  3.1366  -0.0660
C  3.6792  -1.7596  3.3614  -0.0571
C  2.7397  -1.3543  2.4313  -0.0753
C  2.2142  -0.7288  -1.4699  -0.3622
C  2.0600  0.0426  -2.6184  -0.0829
C  2.2669  -0.5383  -3.8564  -0.0728
C  2.5906  -1.8822  -3.9512  -0.0648
C  2.6986  -2.6607  -2.8091  -0.0567
C  2.5067  -2.0879  -1.5685  -0.0810
C  0.9801  2.4678  -0.2499  -0.4010
C  0.7619  3.7645  -0.7307  -0.0499
C  -0.6203  3.9545  -0.7545  -0.0493
C  -1.1993  2.7668  -0.2920  -0.4045
C  -2.6039  2.3586  -0.0274  -0.2312
P  -2.7603  0.5406  -0.3607  1.0643
C  -4.1597  -0.1032  0.5704  -0.3676
C  -4.2087  -1.4964  0.6548  -0.0992
C  -5.1561  -2.1051  1.4536  -0.0514
C  -6.0489  -1.3292  2.1781  -0.0565
C  -6.0102  0.0523  2.0835  -0.0643
C  -5.0645  0.6727  1.2864  -0.0686
C  -3.1849  0.4412  -2.1110  -0.3330
C  -4.3439  -0.1892  -2.5496  -0.0677
C  -4.5910  -0.2931  -3.9052  -0.0676
C  -3.6838  0.2138  -4.8205  -0.0690
C  -2.5240  0.8359  -4.3830  -0.0688
C  -2.2662  0.9429  -3.0311  -0.0818
N  -0.2119  1.8978  0.0076  -0.0883
H  3.0414  1.9371  -0.6282  0.1024
H  2.5692  2.0151  1.0869  0.1037
H  4.8165  0.0029  0.1131  0.1131
H  6.4834  -0.6857  1.8059  0.1080
H  5.7507  -1.7883  3.8775  0.1079
H  3.3668  -2.2618  4.2633  0.1132
H  1.6827  -1.5270  2.5897  0.0948
H  1.7892  1.0874  -2.5434  0.1005
H  2.1671  0.0561  -4.7528  0.1060
H  2.7451  -2.3283  -4.9216  0.1075
H  2.9194  -3.7137  -2.8856  0.1142
H  2.5917  -2.6772  -0.6651  0.1116
H  1.5271  4.4645  -1.0096  0.0995
H  -1.1445  4.8412  -1.0524  0.0987
H  -3.3246  2.9548  -0.5963  0.1101
H  -2.8012  2.4525  1.0501  0.0979
H  -3.4843  -2.0806  0.1003  0.1060
H  -5.1897  -3.1821  1.5270  0.1136
H  -6.7654  -1.8020  2.8314  0.1091
H  -6.7107  0.6505  2.6475  0.1082
H  -5.0338  1.7511  1.2205  0.1024
H  -5.0440  -0.5868  -1.8299  0.1034
H  -5.4936  -0.7751  -4.2479  0.1089
H  -3.8711  0.1084  -5.8781  0.1071
H  -1.8201  1.2302  -5.1007  0.1074
H  -1.3571  1.4128  -2.6783  0.0988
O  -2.1689  -1.6716  4.3146  0.0276
C  -1.6081  -1.5513  3.2420  -0.6771
O  -1.4116  -0.5323  2.5578  -0.1376
C  -1.0583  -2.9134  2.6956  -0.0415
C  -0.8795  -3.9045  3.6234  0.0633
C  -0.4180  -5.1703  3.2525  -0.1455
C  -0.1280  -5.4318  1.9248  0.0794
C  -0.3034  -4.4371  0.9840  -0.0732
C  -0.7843  -3.1159  1.3043  -0.3105
O  -0.9371  -2.2705  0.3819  -0.1788
N  0.0229  -4.7551  -0.3763  -0.3636
O  0.8045  -5.6770  -0.5349  0.0496
O  -0.4635  -4.1177  -1.2831  0.0807
N  -0.2626  -6.1911  4.2400  -0.3724
O  0.0614  -7.2996  3.8595  0.0686
O  -0.4740  -5.8942  5.3982  0.0774
H  -1.1219  -3.7151  4.6597  0.1306
H  0.2221  -6.4073  1.6132  0.1318

2S+1   1
Total energy   -2935.90856 Ha
HOMO energy   -8.3 eV
LUMO level   -2.372 eV
Gap between HOMO and LUMO   5.9 eV

---

Record 2
ORCA calculation (ωB97M-V with the def2-TZVPD basis set) on C37H28AuNO9Se as an isolated structure in a non-equilibrium geometry.

Each line ends with the Löwdin spin population.
CARTESIAN COORDINATES (ANGSTROEM)
Au  1.3704  -1.4351  -1.6050  0.5766
O  4.4583  2.5208  0.7765  -0.0154
C  4.4800  1.7488  -0.1875  0.0168
C  3.8012  1.9583  -1.4144  0.1531
O  2.7360  3.0687  -1.2513  0.0291
C  3.3876  0.6819  -1.9236  0.0414
C  4.0917  -0.3672  -1.1277  0.1921
O  3.7387  -1.5779  -1.1684  0.3182
C  5.0365  0.3188  -0.2541  0.1153
O  6.0391  -0.0943  0.3263  0.2054
O  2.5656  0.4404  -2.8087  0.0113
C  -2.2609  2.2906  2.7288  0.0000
C  -1.2519  2.2894  1.5712  0.0000
C  -0.6266  3.6635  1.3953  0.0000
O  -0.2385  1.3520  1.7915  0.0003
C  -0.7303  0.0909  1.3335  -0.0006
C  -1.6927  0.4949  0.1694  0.0000
O  -1.8950  1.9005  0.3768  0.0001
C  -1.3530  0.2358  -1.3593  0.0130
O  -0.7643  -0.9852  -1.5323  0.1493
C  -0.5197  1.4174  -1.9212  0.0021
C  -0.8022  2.0017  -3.1540  -0.0002
C  0.0285  2.9711  -3.7038  0.0006
C  1.1841  3.3596  -3.0509  0.0005
C  1.4510  2.7683  -1.8352  0.0034
C  0.6178  1.8505  -1.2445  -0.0004
C  -2.7395  0.1986  -2.0597  0.0077
C  -3.6608  1.2414  -1.9677  0.0015
C  -4.9112  1.1341  -2.5602  0.0006
C  -5.2611  -0.0111  -3.2627  -0.0002
C  -4.3468  -1.0501  -3.3632  0.0001
C  -3.0968  -0.9439  -2.7674  0.0009
C  0.4918  -0.8830  1.2335  0.0064
O  1.4287  -0.4568  0.3158  0.1041
C  1.1117  -0.8341  2.6546  0.0045
C  2.3879  -0.3215  2.8331  0.0013
C  2.9697  -0.2941  4.0943  0.0001
C  2.2798  -0.7777  5.1955  -0.0001
C  1.0047  -1.3025  5.0246  0.0002
C  0.4307  -1.3359  3.7635  0.0008
C  0.0687  -2.3539  1.0573  0.0014
C  1.1082  -3.2832  0.9692  -0.0002
C  0.8426  -4.6319  0.8017  -0.0001
C  -0.4694  -5.0775  0.7197  -0.0007
C  -1.5047  -4.1631  0.8151  -0.0001
C  -1.2389  -2.8112  0.9947  -0.0004
H  -1.7804  2.6439  3.6417  0.0000
H  -2.6393  1.2803  2.8885  0.0000
H  -3.0973  2.9430  2.4769  0.0000
H  0.0238  3.8652  2.2463  0.0000
H  -1.4040  4.4257  1.3365  0.0000
H  -0.0450  3.6766  0.4752  0.0001
H  -1.3599  -0.3232  2.1319  0.0000
H  -2.6482  -0.0082  0.3543  0.0000
H  -1.6696  1.6771  -3.7113  0.0000
H  -0.2102  3.4000  -4.6695  0.0000
H  1.8821  4.0642  -3.4842  0.0004
H  2.6993  3.0990  -0.2629  0.0021
H  0.9127  1.3651  -0.3177  -0.0005
H  -3.3940  2.1401  -1.4248  0.0000
H  -5.6169  1.9544  -2.4807  0.0001
H  -6.2422  -0.0929  -3.7172  0.0000
H  -4.6058  -1.9474  -3.9139  0.0000
H  -2.3676  -1.7408  -2.8292  0.0005
H  2.9220  0.0415  1.9638  0.0011
H  3.9725  0.0990  4.2130  0.0000
H  2.7317  -0.7614  6.1811  0.0000
H  0.4613  -1.7054  5.8724  0.0001
H  -0.5499  -1.7808  3.6397  0.0000
H  2.1327  -2.9310  1.0145  0.0002
H  1.6635  -5.3315  0.7073  0.0000
H  -0.6788  -6.1284  0.5645  -0.0001
H  -2.5340  -4.4931  0.7252  0.0000
H  -2.0662  -2.1152  1.0432  0.0000
Se  1.3106  -5.6469  -3.6050  0.0089
C  1.2431  -3.9193  -3.3008  0.0117
N  1.2082  -2.7566  -3.1777  0.0350

2S+1   3
Total energy   -4695.69230 Ha
Total charge   -2
HOMO energy (alpha / beta)   -1.3 / -2.7 eV
LUMO level (alpha / beta)   4.178 / 4.177 eV
Gap between HOMO and LUMO (alpha / beta)   5.4 / 6.9 eV

---

Record 3
ORCA calculation (ωB97M-V with the def2-TZVPD basis set) on C37H28BrCsIN5O3STe as an isolated structure in a non-equilibrium geometry.

Each line ends with the Löwdin charge.
CARTESIAN COORDINATES (ANGSTROEM)
Cs  -0.4996  1.0941  0.1152  1.2359
O  -2.1281  0.8141  -1.8007  -0.3756
C  -1.1842  1.1656  -2.5566  -0.7428
N  -0.5542  2.2829  -2.4536  0.0284
C  0.3946  2.7631  -3.3352  -0.2470
C  0.0196  3.1497  -4.6181  -0.0664
C  0.8965  3.7865  -5.4830  -0.1475
C  2.1938  4.0325  -5.0710  -0.1440
C  2.5931  3.6516  -3.8036  -0.0371
C  1.7221  3.0309  -2.8975  -0.2188
N  2.0566  2.6563  -1.6229  0.1035
C  3.2078  2.9681  -1.0674  -0.5172
O  4.2048  3.5983  -1.4848  -0.0545
C  3.3245  2.4359  0.3407  -0.2013
C  4.6052  2.1088  0.8018  -0.0233
C  4.7678  1.6606  2.0952  -0.0882
C  3.6476  1.5779  2.9132  -0.0813
C  2.4256  1.9468  2.3729  -0.1935
N  2.2556  2.3448  1.1242  0.0531
C  -0.7144  0.1983  -3.6231  -0.1999
C  -1.2955  0.2261  -4.8921  -0.0383
C  -0.7634  -0.5521  -5.8980  -0.0813
C  0.3238  -1.3628  -5.6052  -0.0858
C  0.7922  -1.3635  -4.3021  -0.1499
N  0.2937  -0.6161  -3.3329  0.1497
H  -1.0029  2.9619  -4.9274  0.0935
H  0.5537  4.0996  -6.4648  0.0754
H  2.8982  4.5190  -5.7425  0.0795
H  3.6073  3.8379  -3.4880  0.0800
H  5.4404  2.2309  0.1272  0.1036
H  5.7472  1.3892  2.4728  0.0931
H  3.7231  1.2424  3.9399  0.0898
H  1.5238  1.9242  2.9810  0.0331
H  -2.1508  0.8629  -5.0609  0.1121
H  -1.1829  -0.5263  -6.8972  0.0967
H  0.7988  -1.9624  -6.3718  0.0875
H  1.6164  -2.0064  -4.0157  0.0980
O  -1.2644  0.8220  2.8095  -0.5654
N  -2.5443  0.8671  2.9908  -0.2696
C  -3.1356  2.0567  3.1364  -0.0443
C  -4.4964  2.1990  3.2714  -0.0858
C  -5.2948  1.0537  3.2621  -0.0994
C  -4.6818  -0.1697  3.1652  -0.1186
C  -3.2867  -0.2832  3.0554  -0.7558
S  -2.5219  -1.7838  3.0033  0.4598
H  -2.4487  2.8931  3.1297  0.1353
H  -4.9195  3.1839  3.3942  0.0909
H  -6.3706  1.1262  3.3384  0.0938
H  -5.2421  -1.0933  3.1658  0.0949
C  1.7106  -0.5527  6.3329  -0.4611
Te  0.2010  0.1352  4.8985  1.3364
C  0.9436  -1.4889  3.7141  -0.4171
C  1.9757  -2.2215  4.4956  -0.2743
C  2.5719  -3.3730  3.9901  -0.0407
C  3.5389  -4.0525  4.7084  -0.1083
C  3.9291  -3.5876  5.9543  -0.1146
C  3.3369  -2.4477  6.4653  -0.0646
C  2.3595  -1.7632  5.7534  -0.3023
H  1.2551  -0.8072  7.2890  0.0380
H  2.4713  0.2017  6.5442  0.0419
H  1.3481  -1.1047  2.7784  0.0653
H  0.1033  -2.1353  3.4633  -0.0007
H  2.2587  -3.7378  3.0204  0.1156
H  3.9875  -4.9490  4.3028  0.0908
H  4.6874  -4.1114  6.5252  0.0890
H  3.6275  -2.0737  7.4411  0.1056
Br  -3.4848  -5.3078  -1.1696  0.6581
C  -3.7987  -3.8792  -2.3825  -0.7413
C  -4.2554  -4.2075  -3.6478  -0.1652
C  -4.5355  -3.1956  -4.5476  -0.1089
C  -4.3185  -1.8752  -4.1826  -0.0936
C  -3.8338  -1.5623  -2.9249  -0.1365
C  -3.5810  -2.5644  -1.9971  -0.6977
I  -2.9949  -2.0660  -0.0324  0.9825
H  -4.3910  -5.2454  -3.9200  0.0857
H  -4.9156  -3.4457  -5.5294  0.0922
H  -4.5330  -1.0843  -4.8872  0.0976
H  -3.6153  -0.5402  -2.6464  0.0735

2S+1   1
Total energy   -5484.35299 Ha
Total charge   -2
HOMO energy   -1.5 eV
LUMO level   3.623 eV
Gap between HOMO and LUMO   5.1 eV

---

Energy relative to the best compared isomer or geometry (same formula, charge and spin) for every record listed, in sequence, given in kcal per mole: 15.37 0.00 20.47.